[1]
Here is a cluster of 5 separate species, C41H90O12P2S in total from the Open Molecules 2025 dataset. Energies are from ωB97M-V/def2-TZVPD.

Cartesian coordinates (Å):
C (-3.859, 1.639, -3.177)
O (-3.336, 0.397, -3.623)
C (-2.637, -0.333, -2.618)
C (-2.903, -1.824, -2.833)
C (-3.249, -2.575, -1.530)
C (-2.857, -4.049, -1.550)
C (-3.538, -4.850, -0.436)
C (-2.741, -4.681, 0.878)
C (-3.581, -4.127, 2.039)
C (-3.064, -4.489, 3.428)
C (-1.580, -4.237, 3.625)
C (-1.171, -2.780, 3.287)
C (-0.059, -2.833, 2.255)
C (0.587, -1.510, 1.878)
C (-0.333, -0.272, 1.802)
C (-1.724, -0.540, 1.163)
C (-2.901, -0.057, 1.974)
O (-3.978, -0.638, 1.956)
O (-2.717, 1.085, 2.729)
O (1.444, -1.209, 3.058)
S (2.484, -0.078, 2.621)
O (3.762, -0.248, 3.200)
O (2.002, 1.248, 2.803)
O (2.511, -0.511, 1.058)
C (1.685, -1.658, 0.815)
P (3.017, -3.080, 0.908)
O (3.906, -2.791, 2.233)
O (2.277, -4.552, 1.093)
P (1.200, -1.662, -0.972)
O (2.194, -0.940, -1.743)
O (1.127, -3.172, -1.535)
O (-0.233, -1.005, -1.240)
H (-3.625, 2.400, -3.920)
H (-3.426, 1.974, -2.237)
H (-4.944, 1.567, -3.130)
H (-1.579, -0.124, -2.792)
H (-2.931, -0.021, -1.616)
H (-2.093, -2.303, -3.380)
H (-3.780, -1.889, -3.471)
H (-2.843, -2.028, -0.675)
H (-4.332, -2.535, -1.428)
H (-3.105, -4.448, -2.535)
H (-1.772, -4.147, -1.451)
H (-4.535, -4.449, -0.276)
H (-3.555, -5.901, -0.700)
H (-2.227, -5.597, 1.163)
H (-1.988, -3.921, 0.653)
H (-3.686, -3.053, 1.892)
H (-4.587, -4.535, 1.937)
H (-3.617, -3.886, 4.149)
H (-3.322, -5.526, 3.637)
H (-0.946, -4.955, 3.109)
H (-1.371, -4.378, 4.685)
H (-0.870, -2.246, 4.182)
H (-2.078, -2.300, 2.929)
H (0.736, -3.429, 2.696)
H (-0.357, -3.353, 1.340)
H (-0.492, 0.027, 2.827)
H (0.124, 0.549, 1.264)
H (-1.747, -0.025, 0.205)
H (-1.885, -1.594, 0.957)
H (-2.382, 0.829, 3.595)
H (4.213, -3.607, 2.648)
H (1.402, -4.593, 0.701)
H (0.412, -3.650, -1.085)
H (-0.969, -1.629, -1.184)
C (-6.359, -3.580, -7.816)
C (-6.122, -3.271, -6.341)
C (-4.975, -4.072, -5.731)
C (-5.159, -5.587, -5.714)
C (-6.406, -6.067, -4.975)
C (-6.397, -5.665, -3.504)
H (-6.654, -4.620, -7.969)
H (-7.157, -2.952, -8.215)
H (-5.459, -3.389, -8.403)
H (-7.045, -3.438, -5.779)
H (-5.891, -2.207, -6.240)
H (-4.805, -3.728, -4.706)
H (-4.055, -3.842, -6.279)
H (-4.274, -6.031, -5.244)
H (-5.178, -5.975, -6.736)
H (-6.455, -7.156, -5.053)
H (-7.314, -5.688, -5.451)
H (-5.507, -6.056, -3.003)
H (-7.274, -6.065, -2.991)
H (-6.411, -4.581, -3.381)
C (4.928, 3.776, -3.830)
C (6.037, 3.441, -2.836)
C (6.440, 1.967, -2.851)
C (5.327, 0.993, -2.463)
C (4.712, 1.233, -1.089)
C (5.704, 1.077, 0.061)
H (4.003, 3.245, -3.597)
H (4.708, 4.845, -3.812)
H (5.225, 3.514, -4.848)
H (5.728, 3.740, -1.830)
H (6.917, 4.043, -3.078)
H (7.297, 1.830, -2.185)
H (6.797, 1.706, -3.853)
H (5.727, -0.025, -2.500)
H (4.533, 1.027, -3.214)
H (3.901, 0.517, -0.949)
H (4.256, 2.227, -1.046)
H (6.150, 0.080, 0.058)
H (5.203, 1.214, 1.022)
H (6.510, 1.813, 0.007)
C (4.856, 6.603, 7.413)
C (5.355, 5.803, 6.213)
C (4.248, 5.427, 5.230)
C (3.153, 4.527, 5.801)
C (3.643, 3.200, 6.379)
C (4.312, 2.301, 5.343)
H (4.152, 6.028, 8.016)
H (5.689, 6.883, 8.059)
H (4.361, 7.521, 7.090)
H (5.875, 4.906, 6.561)
H (6.101, 6.400, 5.681)
H (4.700, 4.944, 4.359)
H (3.782, 6.344, 4.854)
H (2.427, 4.321, 5.008)
H (2.603, 5.069, 6.577)
H (2.783, 2.670, 6.800)
H (4.329, 3.377, 7.212)
H (3.634, 2.087, 4.520)
H (4.600, 1.350, 5.794)
H (5.215, 2.758, 4.934)
C (1.355, 2.782, -0.969)
C (1.513, 4.279, -1.209)
C (1.606, 5.088, 0.084)
C (0.371, 5.013, 0.983)
C (-0.936, 5.454, 0.326)
C (-0.932, 6.915, -0.115)
H (0.422, 2.556, -0.444)
H (1.340, 2.238, -1.915)
H (2.184, 2.394, -0.377)
H (0.688, 4.641, -1.829)
H (2.426, 4.446, -1.788)
H (1.812, 6.133, -0.168)
H (2.472, 4.743, 0.658)
H (0.550, 5.632, 1.868)
H (0.253, 3.991, 1.354)
H (-1.748, 5.307, 1.044)
H (-1.165, 4.813, -0.530)
H (-0.735, 7.576, 0.731)
H (-1.901, 7.190, -0.535)
H (-0.178, 7.104, -0.880)

Values from the calculation:
2S+1   1
Max |F|   3.29 eV Å⁻¹
HOMO-LUMO gap   8.38 eV
ΔE to the lowest compared entry with this formula, charge and spin   0.000 eV
HOMO   -8.839 eV

[2]
Here is a cluster of 17 separate species, CH32O19 in total from the Open Molecules 2025 dataset. Energies are from ωB97M-V/def2-TZVPD.

Cartesian coordinates (Å):
C (-0.179, 0.160, -0.019)
O (0.160, 1.369, 0.617)
O (0.691, -0.391, -0.794)
O (-1.051, -0.510, 0.635)
O (-2.991, 0.714, -0.729)
H (-2.236, 0.496, -0.156)
H (-2.593, 0.774, -1.635)
O (0.890, -2.424, 1.255)
H (0.878, -3.033, 0.531)
H (0.588, -1.560, 0.971)
O (-3.894, 0.597, 2.122)
H (-3.276, 1.260, 1.850)
H (-3.861, -0.202, 1.599)
O (2.705, 1.534, -0.438)
H (3.548, 1.155, -0.316)
H (2.001, 0.950, -0.170)
O (-1.332, 0.749, 3.025)
H (-2.211, 0.651, 3.203)
H (-1.027, 0.478, 2.146)
O (-2.391, -2.098, 2.251)
H (-2.000, -1.487, 1.655)
H (-2.127, -1.742, 3.125)
O (1.170, 3.565, 1.318)
H (0.813, 2.665, 1.131)
H (0.517, 4.147, 0.961)
O (3.063, -1.084, -1.695)
H (3.456, -0.405, -2.279)
H (2.206, -0.692, -1.372)
O (-1.977, 2.693, 1.066)
H (-1.651, 3.451, 1.548)
H (-1.173, 2.162, 1.036)
O (0.313, -1.274, -3.132)
H (0.548, -0.996, -2.225)
H (0.083, -2.182, -2.975)
O (-0.093, 2.693, -1.860)
H (0.720, 2.866, -2.309)
H (0.204, 2.278, -1.070)
O (3.285, -1.469, 0.915)
H (3.429, -1.381, -0.025)
H (2.316, -1.727, 1.018)
O (-1.515, 0.721, -2.918)
H (-1.017, 1.465, -2.590)
H (-0.856, -0.040, -2.863)
O (2.060, -3.442, -2.500)
H (1.400, -3.849, -1.987)
H (2.046, -2.544, -2.180)
O (2.254, 0.493, 2.528)
H (2.725, -0.159, 1.991)
H (1.390, 0.634, 2.157)
O (-1.948, -2.386, -0.741)
H (-2.398, -1.978, -1.469)
H (-1.682, -1.646, -0.183)

Values from the calculation:
Net charge   -2
2S+1   1
Max |F|   5.97 eV Å⁻¹
HOMO-LUMO gap   9.12 eV
ΔE to the lowest compared entry with this formula, charge and spin   1.079 eV
HOMO   -4.226 eV

[3]
Here is the ion C5H10NO2 with charge -1 from the Open Molecules 2025 dataset. Energies are from ωB97M-V/def2-TZVPD.

Cartesian coordinates (Å):
N (-1.675, 1.629, -0.633)
C (-0.510, 0.795, -0.422)
C (0.690, 1.596, 0.149)
O (0.540, 2.695, 0.626)
C (-0.914, -0.428, 0.387)
C (-0.001, -1.636, 0.157)
C (1.572, -1.384, 0.091)
O (2.100, -1.295, -1.153)
H (-1.463, 2.616, -0.677)
H (-2.409, 1.534, 0.062)
H (-0.107, 0.502, -1.399)
H (1.691, 1.205, -0.098)
H (-1.903, -0.738, 0.024)
H (-0.987, -0.149, 1.447)
H (-0.267, -1.975, -0.853)
H (-0.117, -2.392, 0.936)
H (1.970, -2.161, 0.783)
H (1.789, -0.413, 0.571)

Values from the calculation:
Net charge   -1
2S+1   1
Max |F|   1.17 eV Å⁻¹
HOMO-LUMO gap   6.43 eV
ΔE to the lowest compared entry with this formula, charge and spin   3.043 eV
HOMO   -2.586 eV

[4]
Here is a cluster of 2 separate species, C3H9NO2S in total from the Open Molecules 2025 dataset. Energies are from ωB97M-V/def2-TZVPD.

Cartesian coordinates (Å):
N (-0.681, -0.131, 2.289)
C (-0.370, 0.145, 0.881)
C (-1.026, 1.448, 0.432)
S (-0.510, 1.800, -1.284)
H (-1.199, -0.994, 2.350)
H (0.137, -0.164, 2.885)
H (-0.687, -0.709, 0.270)
H (0.705, 0.178, 0.675)
H (-2.103, 1.376, 0.559)
H (-0.644, 2.233, 1.081)
H (-0.801, 3.109, -1.289)
O (0.949, -1.320, -3.205)
C (1.340, -1.413, -2.089)
O (1.473, -2.600, -1.470)
H (1.583, -0.514, -1.506)
H (1.834, -2.444, -0.579)

Values from the calculation:
2S+1   1
Max |F|   0.75 eV Å⁻¹
HOMO-LUMO gap   9.57 eV
ΔE to the lowest compared entry with this formula, charge and spin   1.549 eV
HOMO   -9.210 eV

[5]
Here is a structure of composition C3H4BrF from the Open Molecules 2025 dataset. Energies are from ωB97M-V/def2-TZVPD.

Cartesian coordinates (Å):
C (-0.024, -1.371, -0.392)
C (0.549, -0.186, 0.041)
C (-0.297, 1.241, 0.385)
F (-1.429, 0.895, -0.268)
Br (2.281, -0.478, -0.149)
H (-1.046, -1.532, -0.507)
H (0.588, -2.245, -0.560)
H (0.089, 2.196, -0.004)
H (-0.711, 1.479, 1.453)

Values from the calculation:
2S+1   1
Max |F|   5.04 eV Å⁻¹
HOMO-LUMO gap   9.92 eV
ΔE to the lowest compared entry with this formula, charge and spin   2.077 eV
HOMO   -8.984 eV

[6]
Here is a structure of composition C35H39BaN6O2Se2 from the Open Molecules 2025 dataset. Energies are from ωB97M-V/def2-TZVPD.

Cartesian coordinates (Å):
Ba (-0.958, 1.353, -1.309)
C (0.013, 0.679, 4.471)
N (0.050, 0.831, 3.033)
C (-1.278, 0.984, 2.460)
C (-2.094, 2.224, 2.852)
C (-3.129, 2.557, 1.773)
N (-2.422, 2.965, 0.568)
C (-2.547, 4.160, 0.155)
C (-1.761, 4.768, -0.911)
C (-2.336, 5.847, -1.606)
C (-1.657, 6.537, -2.578)
C (-0.334, 6.171, -2.848)
C (0.279, 5.156, -2.161)
C (-0.399, 4.401, -1.156)
O (0.198, 3.446, -0.525)
C (0.999, 1.864, 2.610)
C (2.426, 1.327, 2.555)
C (2.722, 0.530, 1.286)
N (3.037, 1.415, 0.182)
C (2.488, 1.203, -0.940)
C (2.744, 1.991, -2.157)
C (3.900, 2.775, -2.249)
C (4.169, 3.518, -3.382)
C (3.271, 3.472, -4.443)
C (2.122, 2.719, -4.376)
C (1.797, 1.965, -3.218)
O (0.668, 1.320, -3.118)
H (1.006, 0.435, 4.852)
H (-0.657, -0.139, 4.741)
H (-0.327, 1.590, 4.993)
H (-1.857, 0.081, 2.679)
H (-1.150, 1.001, 1.382)
H (-1.430, 3.088, 2.958)
H (-2.596, 2.073, 3.810)
H (-3.812, 3.340, 2.128)
H (-3.722, 1.664, 1.550)
H (-3.294, 4.823, 0.619)
H (-3.357, 6.128, -1.361)
H (-2.128, 7.350, -3.115)
H (0.221, 6.703, -3.613)
H (1.307, 4.877, -2.366)
H (0.956, 2.734, 3.284)
H (0.713, 2.239, 1.622)
H (2.607, 0.698, 3.431)
H (3.134, 2.158, 2.600)
H (1.875, -0.134, 1.057)
H (3.592, -0.111, 1.463)
H (1.790, 0.355, -1.057)
H (4.574, 2.782, -1.402)
H (5.066, 4.122, -3.448)
H (3.476, 4.048, -5.340)
H (1.412, 2.704, -5.195)
C (2.305, -7.812, 1.464)
C (1.638, -6.617, 0.832)
C (2.061, -5.328, 1.107)
C (1.462, -4.213, 0.518)
C (1.987, -2.843, 0.851)
C (0.403, -4.400, -0.380)
Se (-0.420, -2.884, -1.227)
C (-0.050, -5.703, -0.661)
C (-1.181, -5.971, -1.620)
C (0.581, -6.783, -0.054)
H (3.068, -7.505, 2.178)
H (2.784, -8.439, 0.710)
H (1.581, -8.436, 1.992)
H (2.885, -5.174, 1.797)
H (2.826, -2.910, 1.543)
H (1.219, -2.216, 1.309)
H (2.313, -2.318, -0.049)
H (-2.065, -5.383, -1.376)
H (-1.444, -7.030, -1.613)
H (-0.897, -5.692, -2.637)
H (0.231, -7.787, -0.278)
Se (-5.326, -0.475, -2.526)
N (-5.366, -2.055, -1.638)
C (-4.266, -2.142, -0.970)
C (-3.926, -3.244, -0.092)
C (-2.718, -3.228, 0.469)
C (-1.745, -2.133, 0.206)
N (-2.189, -0.946, -0.358)
C (-3.310, -1.020, -1.077)
N (-3.691, -0.039, -1.860)
H (-4.615, -4.070, 0.030)
H (-2.376, -4.051, 1.086)
H (-1.128, -1.942, 1.085)

Values from the calculation:
Net charge   -1
2S+1   1
Max |F|   0.62 eV Å⁻¹
HOMO-LUMO gap   6.88 eV
ΔE to the lowest compared entry with this formula, charge and spin   0.783 eV
HOMO   -4.598 eV

What is the ΔE to the lowest compared entry with this formula, charge and spin in the fourth record? 1.549 eV